#i
The following is a DFT calculation (wB97M-V/def2-TZVPD) of C26H78F2InNO17S2 as an isolated structure.

The molar mass comes out at 893.8 g mol⁻¹.

The geometry in ORCA input format:
```
! wB97M-V def2-TZVPD RIJCOSX def2/J DEFGRID3
* xyz 2 1
In 3.04421 2.31220 -1.47882
N 1.16257 0.74201 0.01312
S -0.10133 -0.00443 -0.50151
O -1.36767 0.50315 -0.04308
O 0.04047 -1.38814 -0.87191
F -0.03945 0.61605 -1.99809
S 0.86933 0.41143 1.64404
O 0.89439 -0.95328 2.05550
O 0.01614 1.36906 2.30474
F 2.29226 0.96779 2.09571
C -2.32917 -3.04352 3.09560
C -2.37693 -2.38548 1.70243
O -3.56633 -2.87220 1.06134
H -2.33574 -4.12111 2.94137
H -3.19728 -2.76232 3.68523
H -1.39296 -2.74538 3.57512
H -1.56239 -2.62602 1.02016
H -2.47504 -1.29735 1.80129
H -4.27960 -2.25533 1.26943
C 4.26783 -1.79858 3.93673
C 5.74568 -1.80680 3.53410
O 6.35751 -0.64345 4.05952
H 4.13433 -1.71336 5.01528
H 3.87007 -2.81099 3.76781
H 3.63593 -1.10240 3.38757
H 5.86775 -1.81072 2.44615
H 6.28928 -2.64802 3.95472
H 6.03722 0.16594 3.64863
C 0.56290 0.36960 5.68097
C 0.63117 1.84714 5.38114
O 1.50092 2.48627 6.27960
H 1.55420 -0.08052 5.76683
H 0.10063 -0.19902 4.87065
H 0.00821 0.16112 6.59654
H -0.34877 2.32599 5.50547
H 1.03503 1.97397 4.36092
H 1.23376 3.38867 6.48553
C -4.22057 2.18526 -1.16882
C -3.80371 3.15553 -2.25372
O -4.86076 3.41260 -3.15408
H -3.45939 2.11548 -0.38967
H -4.41323 1.17119 -1.53067
H -5.20559 2.49248 -0.80912
H -2.98850 2.70676 -2.84733
H -3.45254 4.10364 -1.85070
H -4.98220 2.67586 -3.76308
C 1.06209 -4.54557 0.96625
C 1.27943 -4.13367 2.42623
O 1.68888 -5.30013 3.10212
H 0.81875 -3.66926 0.35719
H 0.20392 -5.21614 0.92968
H 1.92939 -5.00679 0.49762
H 0.33782 -3.69341 2.77473
H 2.05702 -3.36724 2.52120
H 2.04101 -5.07655 3.97377
C -2.81910 -0.69112 -3.10115
C -3.80234 -1.50862 -3.91959
O -3.44903 -2.89048 -3.88962
H -2.98055 -0.86425 -2.03260
H -2.99387 0.37276 -3.26393
H -1.81255 -1.05006 -3.31509
H -3.82346 -1.14714 -4.94799
H -4.80027 -1.32055 -3.51180
H -3.91365 -3.28286 -3.14135
C -0.95026 5.00688 0.08553
C -0.43557 3.74179 -0.56009
O 0.41138 4.07441 -1.68214
H -1.43826 4.74914 1.03055
H -1.72013 5.48696 -0.52411
H -0.15881 5.72810 0.27079
H -1.24814 3.10861 -0.92203
H 0.20045 3.18654 0.12409
H -0.07931 4.70036 -2.22780
C 3.43713 -1.99982 0.17451
C 4.59174 -1.00621 0.06871
O 4.47719 -0.29573 -1.17623
H 3.56069 -2.75130 -0.60315
H 2.47980 -1.49011 0.09334
H 3.45480 -2.43055 1.17963
H 5.51479 -1.58966 0.02226
H 4.58752 -0.33330 0.92591
H 4.89529 -0.81390 -1.86890
C -2.30667 2.63295 -5.69173
C -0.90424 2.27117 -5.23682
O -0.11954 3.45863 -5.28231
H -2.99024 1.79866 -5.51448
H -2.34933 2.85073 -6.75641
H -2.63564 3.48904 -5.10257
H -0.43883 1.52435 -5.89292
H -0.92500 1.84619 -4.22478
H 0.72345 3.28627 -4.84965
C -0.49753 -4.46015 -2.85245
C -0.81821 -5.03719 -4.24349
O -1.21880 -3.99091 -5.10315
H -0.11237 -5.20763 -2.15899
H -1.36157 -3.96077 -2.41613
H 0.26528 -3.68192 -2.93704
H -1.68917 -5.70346 -4.14599
H 0.02679 -5.53622 -4.70532
H -2.02310 -3.58051 -4.69950
C 0.98875 -1.52089 -4.57977
C 2.19259 -1.24333 -3.70245
O 2.39242 0.16210 -3.55368
H 0.79843 -2.59128 -4.69816
H 1.14093 -1.11291 -5.58229
H 0.07335 -1.09766 -4.16274
H 3.07292 -1.68527 -4.18305
H 2.04970 -1.67696 -2.71286
H 2.60832 0.50353 -4.43081
C 1.63802 4.51495 2.79601
C 2.88407 4.22609 1.98685
O 2.69565 4.53827 0.60064
H 1.70034 4.20680 3.84153
H 0.78535 3.96038 2.39683
H 1.36744 5.57111 2.76973
H 3.28515 3.21952 2.08729
H 3.69315 4.86896 2.35666
H 2.55048 5.48821 0.53769
C -3.08916 0.67075 4.00845
C -3.41547 1.35104 2.66027
O -2.54790 2.42783 2.45348
H -2.20042 0.04246 3.99785
H -3.95117 0.04425 4.25814
H -2.97035 1.44937 4.75918
H -4.44274 1.70712 2.65972
H -3.27311 0.62966 1.83669
H -1.64846 2.07480 2.29331
*
```



#ii
The following is a DFT calculation (wB97M-V/def2-TZVPD) of C26H78F2InNO17S2 as an isolated structure.

The molar mass comes out at 893.8 g mol⁻¹.

The geometry in ORCA input format:
```
! wB97M-V def2-TZVPD RIJCOSX def2/J DEFGRID3
* xyz 2 1
In 4.42351 0.38302 -1.00079
N 1.63232 0.10377 -0.67030
S 0.36969 1.08523 -0.78087
O -0.02119 1.64103 0.47247
O -0.65584 0.68590 -1.69281
F 1.02967 2.30654 -1.51674
S 0.95347 -1.20794 0.05611
O 0.18122 -2.06358 -0.77421
O 0.66027 -1.09102 1.43606
F 2.31350 -2.03966 0.06571
C -1.75381 -4.12858 0.98837
C -3.08884 -4.43047 1.66463
O -3.08699 -5.63831 2.36784
H -1.87665 -3.31159 0.27510
H -1.37987 -5.03888 0.52520
H -1.06287 -3.77607 1.76101
H -3.93335 -4.44518 0.97253
H -3.39698 -3.60897 2.35537
H -2.30257 -5.65736 2.93280
C 3.43141 1.58712 3.82938
C 2.76548 0.85987 2.66364
O 3.71090 0.12254 1.88947
H 2.77475 2.36093 4.22577
H 4.34203 2.06520 3.46486
H 3.70647 0.89146 4.62263
H 2.28880 1.59371 2.01937
H 2.01650 0.17331 3.06626
H 3.87801 -0.72866 2.30534
C -1.22216 0.92934 3.49438
C -2.33539 1.92080 3.32887
O -3.57144 1.20072 3.44236
H -1.19234 0.20800 2.68155
H -1.31501 0.44071 4.46459
H -0.24889 1.42807 3.50227
H -2.33615 2.45903 2.36556
H -2.28476 2.71978 4.07898
H -4.29159 1.83155 3.54280
C -2.23367 -2.66500 -3.08192
C -3.51796 -2.03921 -3.62261
O -4.64720 -2.35696 -2.88346
H -2.29439 -3.74661 -3.22096
H -2.05644 -2.45456 -2.02488
H -1.39844 -2.29666 -3.67767
H -3.70999 -2.42921 -4.63108
H -3.38773 -0.94093 -3.74770
H -4.41527 -2.32666 -1.93147
C 3.65298 -4.21378 -3.58181
C 3.01430 -3.13098 -2.73315
O 4.03949 -2.35562 -2.05789
H 4.08345 -4.99007 -2.94560
H 4.39453 -3.79274 -4.25364
H 2.86771 -4.71201 -4.15584
H 2.37341 -3.56826 -1.97046
H 2.50831 -2.42645 -3.38449
H 4.49908 -2.98027 -1.48445
C -0.90482 5.13365 3.06623
C -0.02367 4.41851 2.04335
O 1.32538 4.93634 2.12076
H -1.90646 4.69623 3.04985
H -0.91799 6.21089 2.93876
H -0.55916 4.86834 4.06900
H -0.39263 4.59723 1.02599
H 0.02771 3.35358 2.24133
H 1.31964 5.83465 1.77779
C 1.26189 -1.84482 4.93354
C 1.32469 -2.98176 5.92519
O 1.78237 -2.48414 7.15112
H 0.57519 -2.04826 4.10910
H 2.24140 -1.67679 4.47746
H 0.95637 -0.91876 5.42141
H 2.03543 -3.74470 5.55542
H 0.36730 -3.51630 6.01098
H 1.72704 -3.17844 7.81736
C 2.73589 4.96928 -1.13439
C 3.81889 4.18624 -0.40519
O 3.33926 2.95995 0.14457
H 1.79738 4.90483 -0.57354
H 2.53010 4.54156 -2.11724
H 2.99444 6.01941 -1.25331
H 4.31277 4.79216 0.36058
H 4.62217 3.91885 -1.10020
H 2.53298 3.17524 0.63351
C -1.27445 2.09355 -4.54034
C -2.57362 2.43806 -5.21936
O -2.69348 1.66596 -6.39531
H -0.47290 2.24802 -5.26771
H -1.22217 1.03747 -4.26421
H -1.13010 2.71207 -3.65739
H -2.56840 3.50592 -5.49902
H -3.44846 2.29313 -4.56844
H -3.60809 1.73189 -6.69396
C -2.99910 -0.46728 0.33713
C -4.47835 -0.67442 0.45859
O -4.76351 -1.91509 -0.21142
H -2.45541 -1.19657 0.93950
H -2.75485 0.52401 0.72020
H -2.70408 -0.53234 -0.71132
H -5.03411 0.12671 -0.03987
H -4.75959 -0.75434 1.51538
H -5.69796 -2.14366 -0.12542
C 2.40869 -4.50956 2.05756
C 1.91328 -5.27697 0.84466
O 1.25055 -6.45299 1.28226
H 3.04423 -3.67782 1.73622
H 3.01471 -5.13492 2.71583
H 1.63433 -4.06722 2.68783
H 2.77939 -5.50487 0.20941
H 1.21180 -4.70541 0.23827
H 1.90148 -7.08948 1.59179
C -3.14384 2.97728 -0.96304
C -2.95804 4.25250 -1.73960
O -3.96237 4.30601 -2.74781
H -2.39112 2.91280 -0.17318
H -3.12061 2.12019 -1.63411
H -4.10090 2.95821 -0.43127
H -1.96375 4.25121 -2.21551
H -3.03472 5.14601 -1.11174
H -4.05122 5.21080 -3.06346
C 1.86197 0.33664 -4.18464
C 2.73432 1.53485 -4.40692
O 3.29966 1.91490 -3.12464
H 1.22765 0.11531 -5.04576
H 1.20441 0.39430 -3.32135
H 2.46906 -0.56710 -4.06213
H 2.13021 2.37646 -4.76544
H 3.50972 1.36087 -5.15355
H 3.95273 2.59663 -3.32255
*
```



Q: Which of them is the most stable? A: #ii.



#i
The following is a DFT calculation (wB97M-V/def2-TZVPD) of a 4-piece molecular cluster, C4H14O3 overall.

The molar mass comes out at 110.2 g mol⁻¹. As for the SMILES: C=C(C)C.O.O.O.

The geometry in ORCA input format:
```
! wB97M-V def2-TZVPD RIJCOSX def2/J DEFGRID3
* xyz 0 1
C -1.51792 -1.01800 -0.99774
C -0.54164 -0.44762 -1.98192
C -0.93366 0.20091 -3.07631
C 0.91852 -0.74450 -1.75537
H -1.69972 -0.40576 -0.10688
H -1.10383 -1.94715 -0.60416
H -2.51358 -1.18006 -1.40997
H -0.31836 0.44571 -3.93132
H -1.98913 0.45685 -3.14847
H 1.41790 0.13883 -1.34156
H 1.53111 -1.10037 -2.57962
H 1.01442 -1.41287 -0.89441
H 0.28326 -0.22859 3.36418
H -0.67445 -0.82127 2.27285
O 0.05711 -1.01246 2.86352
H -0.34608 2.16695 2.64303
H -1.65995 1.68607 3.28519
O -0.70339 1.65458 3.37804
H 3.38750 1.18052 0.68470
H 2.80253 1.32574 2.11974
O 2.58938 1.06250 1.21645
*
```



#ii
The following is a DFT calculation (wB97M-V/def2-TZVPD) of a 4-piece molecular cluster, C4H14O3 overall.

The molar mass comes out at 110.2 g mol⁻¹. As for the SMILES: C=CCC.O.O.O.

The geometry in ORCA input format:
```
! wB97M-V def2-TZVPD RIJCOSX def2/J DEFGRID3
* xyz 0 1
C 2.18257 1.42616 0.39770
C 1.50418 0.47013 -0.57513
C 0.93080 -0.72610 0.21063
C 1.35106 -1.98511 0.07453
H 1.55043 2.36029 0.56207
H 3.13463 1.84691 -0.01799
H 2.50654 0.93426 1.32984
H 0.74996 0.94569 -1.18236
H 2.27750 0.18546 -1.26825
H 0.16705 -0.39550 0.91263
H 0.56382 -2.64937 0.50186
H 2.29185 -2.23868 -0.38611
H -0.74374 -0.85361 -3.84476
H -1.82921 -0.25568 -2.96736
O -1.69166 -0.68489 -3.82086
H -1.23532 1.15124 1.36701
H -2.42190 1.91430 1.16714
O -1.63856 1.66748 0.65552
H -3.62256 -1.42712 1.68761
H -2.89410 -0.94352 3.05112
O -3.13335 -0.74235 2.14515
*
```



Q: Which of them is the most stable? A: #i.



#i
The following is a DFT calculation (wB97M-V/def2-TZVPD) of an isolated ion of composition C4H10NO and charge -1.

The molar mass comes out at 88.1 g mol⁻¹. As for the SMILES: CN(C)CC[O-].

The geometry in ORCA input format:
```
! wB97M-V def2-TZVPD RIJCOSX def2/J DEFGRID3
* xyz -1 1
C -0.54222 -2.09423 -0.25441
N -0.60987 -0.72054 0.19107
C -1.04379 -0.62529 1.57574
C 0.59323 0.05590 -0.08538
C 0.53267 1.32729 -1.01171
O 1.12818 2.39668 -0.48891
H -1.54588 -2.53542 -0.33436
H -0.18867 -2.12702 -1.28632
H 0.04629 -2.68399 0.46897
H -1.82465 -1.33294 1.74178
H -0.19736 -0.83141 2.24818
H -1.38570 0.39720 1.73578
H 1.41028 -0.56882 -0.48215
H 1.03317 0.39573 0.85127
H 1.06826 0.98125 -1.95126
H -0.52602 1.46286 -1.35188
*
```



#ii
The following is a DFT calculation (wB97M-V/def2-TZVPD) of C4H10NO as an isolated structure.

The molar mass comes out at 88.1 g mol⁻¹.

The geometry in ORCA input format:
```
! wB97M-V def2-TZVPD RIJCOSX def2/J DEFGRID3
* xyz -1 1
C -3.42032 1.70625 -2.02410
O -4.16423 1.70312 -3.13624
C -2.23731 0.69093 -2.05913
C 2.47342 -1.86109 2.85198
C 3.20288 -0.85727 2.32810
N 3.09936 -0.47415 0.84265
H -2.89184 2.68914 -1.80054
H -4.01065 1.48118 -1.10241
H 1.67096 -2.24582 2.23094
H -1.65950 0.73864 -1.11247
H -1.59740 0.92783 -2.90849
H 2.82891 -2.35277 3.75336
H 3.81467 -0.04370 2.70835
H 2.19887 -0.52270 1.39156
H 3.29994 -1.24780 0.22079
H -2.60776 -0.33180 -2.18436
*
```



Q: Which of them is the most stable? A: #i.



#i
The following is a DFT calculation (wB97M-V/def2-TZVPD) of a 2-piece molecular cluster, C4H10NO overall.

The molar mass comes out at 88.1 g mol⁻¹.

The geometry in ORCA input format:
```
! wB97M-V def2-TZVPD RIJCOSX def2/J DEFGRID3
* xyz -1 1
C -0.86606 -1.10839 1.38256
C -0.62415 0.39836 1.58412
C 0.13654 1.09595 0.69375
N 0.34763 2.49691 0.79593
H -0.42122 -1.70832 2.19662
H -1.91951 -1.37790 1.33157
H -0.31538 -1.27134 0.43900
H -1.03704 0.91392 2.45124
H 0.56625 0.43893 -0.17995
H 1.24439 2.72913 0.39315
H -0.37756 3.10417 0.52970
C 0.63841 -1.14541 -2.36624
O 0.61310 -1.15083 -0.93310
H -0.31711 -0.87990 -2.82378
H 1.40385 -0.38357 -2.73898
H 0.92786 -2.15172 -2.75559
*
```



#ii
The following is a DFT calculation (wB97M-V/def2-TZVPD) of an isolated ion of composition C4H10NO and charge -1.

The molar mass comes out at 88.1 g mol⁻¹. As for the SMILES: CN[C@@H](C)C[O-].

The geometry in ORCA input format:
```
! wB97M-V def2-TZVPD RIJCOSX def2/J DEFGRID3
* xyz -1 1
C 2.44089 0.19779 0.24091
N 1.09884 -0.01562 0.76190
C -0.06517 -0.48282 -1.41750
C -0.04898 0.27704 -0.08228
C -1.37198 0.00132 0.68096
O -2.47476 0.20528 -0.04204
H 2.40528 0.61219 -0.76840
H 3.01648 -0.72948 0.12779
H 2.99839 0.89509 0.86598
H 1.01500 -0.90171 1.23955
H -0.96098 -0.18779 -1.95851
H 0.77806 -0.13626 -2.03293
H 0.05929 -1.56948 -1.32125
H 0.02148 1.34387 -0.34661
H -1.22436 -1.07356 1.03624
H -1.32021 0.61286 1.62076
*
```



#iii
The following is a DFT calculation (wB97M-V/def2-TZVPD) of an isolated ion of composition C4H10NO and charge -1.

The molar mass comes out at 88.1 g mol⁻¹. As for the SMILES: CCCNC[O-].

The geometry in ORCA input format:
```
! wB97M-V def2-TZVPD RIJCOSX def2/J DEFGRID3
* xyz -1 1
C -0.80646 0.29073 -0.56869
N -0.88600 -0.32626 0.81310
C -0.62369 -2.07764 0.90985
O -0.88435 -2.61455 1.98216
C 0.21348 1.51839 -0.59372
C 1.57445 0.96964 -0.34083
H -1.70801 0.79793 -0.75750
H -0.36022 -0.50437 -1.20891
H -1.81056 -0.24038 1.20390
H 0.50493 -2.12692 0.75537
H -1.18238 -2.25019 -0.05145
H 0.21046 2.16153 -1.53279
H -0.12693 2.25037 0.18123
H 1.46241 -0.03309 -0.54256
H 1.95280 0.90203 0.61367
H 2.47006 1.28279 -0.86282
*
```



#iv
The following is a DFT calculation (wB97M-V/def2-TZVPD) of a 2-piece molecular cluster, C4H10NO overall.

The molar mass comes out at 88.1 g mol⁻¹.

The geometry in ORCA input format:
```
! wB97M-V def2-TZVPD RIJCOSX def2/J DEFGRID3
* xyz -1 1
C 0.32803 0.37850 -2.72045
C -0.21063 -1.01056 2.24078
N 0.00129 -2.18371 1.61248
C 0.05846 -0.63106 0.73442
C -0.31191 1.04851 0.76420
O 0.51912 1.73536 0.01555
H 0.10839 0.76730 -3.71224
H 0.22418 0.96990 -1.78721
H 1.34628 -0.02410 -2.67585
H -1.20477 -0.71841 2.60481
H 0.55087 -0.53062 2.87695
H -0.29361 -0.53104 -2.66056
H 1.11075 -0.66235 0.49517
H -0.58600 -0.98771 -0.05080
H -0.27705 1.30939 1.82870
H -1.36340 1.07061 0.43405
*
```



Q: Which of them is the most stable? A: #ii.